An isolated molecule of C5H8N2 in a non-equilibrium geometry, computed with ωB97M-V/def2-TZVPD.

Geometry as XYZ:
```
15
Properties=species:S:1:pos:R:3:nbo_charge:R:1
N 2.533 1.146 0.737 -0.3350
N 0.323 -0.666 -1.398 -0.5561
C -0.414 1.325 -0.091 -0.6338
C -0.208 -0.175 -0.146 0.1515
C -1.247 -0.932 0.642 -0.6186
C 1.181 -0.814 -0.228 -0.2220
C 2.092 0.195 0.243 0.2607
H -0.889 -0.928 1.679 0.2212
H -2.245 -0.473 0.635 0.2171
H -1.308 -1.956 0.273 0.2268
H -1.316 1.353 -0.715 0.2192
H 0.618 0.087 -2.016 0.3646
H -0.649 1.738 0.898 0.2313
H 0.359 1.944 -0.559 0.2312
H 1.420 -1.855 0.009 0.2419
```

HOMO energy in eV: -9.828
E_tot in Ha: -304.7685
Energy above the lowest of the compared OMol25 structures with the same formula, charge and spin in kJ/mol: 175.8
Frontier orbital gap in eV: 10.72
Structure (SMILES): CC1(C)N[C@H]1C#N